Here is a molecular structure, C3H8CsO from the OMol25 dataset. Energies are from ωB97M-V/def2-TZVPD.

As for the spin multiplicity: 1. As for the charge: +1. The HOMO energy comes out at -0.5245 Eh. The gap between HOMO and LUMO is 10.63 eV.

Positions of all 13 atoms, in Å:
Cs (-3.132, 1.605, -1.721)
C (1.131, 0.658, 0.669)
C (-0.005, 0.187, -0.195)
C (0.025, -1.322, -0.445)
O (-1.272, 0.583, 0.370)
H (2.087, 0.402, 0.212)
H (1.103, 0.189, 1.659)
H (1.109, 1.735, 0.830)
H (0.107, 0.687, -1.170)
H (-0.184, -1.860, 0.481)
H (1.006, -1.618, -0.812)
H (-0.727, -1.600, -1.184)
H (-1.249, 0.354, 1.305)


Here is a single C3H5N2P molecule from the OMol25 dataset. Energies are from ωB97M-V/def2-TZVPD.

As for the spin multiplicity: 1. As for the SMILES: Cc1nc[pH]n1. The HOMO energy comes out at -0.3568 Eh. The gap between HOMO and LUMO is 9.64 eV.

Positions of all 11 atoms, in Å:
C (-1.753, -0.422, -0.415)
C (-0.280, -0.175, -0.322)
N (0.005, 1.040, 0.201)
C (1.330, 1.084, 0.390)
P (2.314, -0.260, -0.270)
N (0.549, -1.100, -0.507)
H (-2.316, 0.055, -1.245)
H (-2.200, 0.073, 0.506)
H (-1.917, -1.479, -0.477)
H (1.776, 1.857, 0.968)
H (2.492, -0.674, 1.169)


Here is a single C5H11NO molecule from the OMol25 dataset. Energies are from ωB97M-V/def2-TZVPD.

As for the spin multiplicity: 1. As for the SMILES: CCC(=O)N(C)C. The HOMO energy comes out at -0.3329 Eh. The gap between HOMO and LUMO is 9.92 eV.

Positions of all 18 atoms, in Å:
C (0.950, 1.936, 0.791)
C (1.323, 0.979, -0.292)
C (0.111, 0.302, -0.927)
O (-0.315, 0.692, -1.973)
N (-0.502, -0.773, -0.332)
C (-1.808, -1.244, -0.882)
C (-0.015, -1.398, 0.870)
H (1.799, 2.390, 1.325)
H (0.356, 2.772, 0.384)
H (0.376, 1.422, 1.561)
H (1.974, 0.208, 0.127)
H (1.845, 1.500, -1.137)
H (-1.635, -1.693, -1.869)
H (-2.221, -1.955, -0.195)
H (-2.551, -0.432, -0.978)
H (1.065, -1.664, 0.761)
H (-0.222, -0.702, 1.705)
H (-0.530, -2.341, 1.060)


Here is a single C4H6N2O molecule from the OMol25 dataset. Energies are from ωB97M-V/def2-TZVPD.

As for the spin multiplicity: 1. As for the SMILES: [H]/N=C/OCCC#N. The HOMO energy comes out at -0.3843 Eh. The gap between HOMO and LUMO is 11.20 eV.

Positions of all 13 atoms, in Å:
H (-2.006, 1.955, 0.357)
N (-1.289, 1.235, 0.359)
C (-1.731, 0.185, -0.187)
O (-1.044, -0.944, -0.406)
C (0.294, -1.205, 0.025)
C (1.204, -0.049, 0.453)
C (1.568, 0.854, -0.642)
N (1.894, 1.544, -1.510)
H (-2.744, 0.035, -0.575)
H (0.751, -1.727, -0.820)
H (0.227, -1.909, 0.862)
H (0.751, 0.534, 1.254)
H (2.125, -0.509, 0.830)


Here is a single C22H29N3O4 molecule from the OMol25 dataset. Energies are from ωB97M-V/def2-TZVPD.

As for the spin multiplicity: 1. As for the SMILES: CC(C)NC(=O)COc1coc(CN2CCN(Cc3ccccc3)CC2)cc1=O. The HOMO energy comes out at -0.3150 Eh. The gap between HOMO and LUMO is 9.09 eV.

Positions of all 58 atoms, in Å:
C (-4.781, -2.506, -1.309)
C (-6.053, -1.993, -0.636)
C (-6.603, -3.014, 0.354)
N (-5.767, -0.758, 0.065)
C (-6.187, 0.443, -0.341)
O (-6.908, 0.655, -1.296)
C (-5.696, 1.604, 0.546)
O (-4.545, 1.266, 1.296)
C (-3.353, 1.168, 0.640)
C (-2.815, 2.161, -0.100)
O (-1.604, 2.089, -0.680)
C (-0.872, 0.976, -0.504)
C (0.464, 1.028, -1.193)
N (1.461, 0.287, -0.452)
C (1.843, 0.961, 0.778)
C (2.789, 0.055, 1.575)
N (3.975, -0.326, 0.839)
C (4.988, 0.712, 0.733)
C (6.293, 0.130, 0.258)
C (7.041, 0.754, -0.730)
C (8.246, 0.213, -1.147)
C (8.711, -0.962, -0.583)
C (7.967, -1.593, 0.400)
C (6.767, -1.050, 0.820)
C (3.587, -0.905, -0.431)
C (2.641, -0.013, -1.246)
C (-1.312, -0.086, 0.201)
C (-2.624, -0.107, 0.809)
O (-3.122, -1.076, 1.365)
H (-4.976, -3.445, -1.819)
H (-4.420, -1.783, -2.037)
H (-4.008, -2.665, -0.559)
H (-6.807, -1.752, -1.394)
H (-6.852, -3.939, -0.159)
H (-7.499, -2.631, 0.836)
H (-5.857, -3.226, 1.117)
H (-5.112, -0.827, 0.840)
H (-5.548, 2.487, -0.085)
H (-6.471, 1.828, 1.283)
H (-3.303, 3.104, -0.299)
H (0.737, 2.088, -1.347)
H (0.359, 0.567, -2.181)
H (0.944, 1.154, 1.366)
H (2.333, 1.930, 0.568)
H (3.083, 0.549, 2.503)
H (2.252, -0.865, 1.824)
H (5.133, 1.124, 1.738)
H (4.698, 1.545, 0.072)
H (6.682, 1.671, -1.177)
H (8.820, 0.710, -1.916)
H (9.649, -1.385, -0.910)
H (8.326, -2.511, 0.842)
H (6.176, -1.536, 1.581)
H (4.486, -1.121, -1.011)
H (3.074, -1.847, -0.216)
H (2.330, -0.549, -2.145)
H (3.165, 0.907, -1.559)
H (-0.685, -0.958, 0.287)


Here is a molecular structure, C5H12N3O from the OMol25 dataset. Energies are from ωB97M-V/def2-TZVPD.

As for the spin multiplicity: 1. As for the charge: +1. The HOMO energy comes out at -0.5182 Eh. The gap between HOMO and LUMO is 10.14 eV.

Positions of all 21 atoms, in Å:
C (1.714, -0.187, 0.107)
C (-1.240, 0.363, -0.055)
C (2.215, 1.102, 0.643)
C (-0.881, 1.468, -0.990)
C (0.379, -0.656, 0.583)
N (-2.104, -0.668, -0.355)
N (-2.281, 0.263, 0.776)
N (0.053, -1.992, -0.028)
O (2.183, -0.850, -0.870)
H (3.305, 1.171, 0.535)
H (1.882, 1.897, 0.017)
H (1.960, 1.197, 1.775)
H (-1.648, 2.254, -1.001)
H (-0.823, 1.062, -1.986)
H (-0.008, 1.841, -0.493)
H (0.148, -0.785, 1.643)
H (-2.757, -0.449, -1.129)
H (-2.310, -0.222, 1.692)
H (0.457, -1.924, -1.058)
H (-1.020, -2.179, -0.012)
H (0.776, -2.705, 0.207)


Here is a molecular structure, CH3O3S2 from the OMol25 dataset. Energies are from ωB97M-V/def2-TZVPD.

As for the spin multiplicity: 1. As for the charge: -1. The HOMO energy comes out at -0.1621 Eh. The gap between HOMO and LUMO is 7.82 eV.

Positions of all 9 atoms, in Å:
C (0.047, 1.369, 0.176)
O (-1.021, -1.612, -1.109)
O (-0.262, -1.432, 1.290)
O (1.375, -1.715, -0.475)
S (-1.061, 2.488, -0.388)
S (0.024, -1.410, -0.101)
H (-0.062, 0.072, -0.362)
H (-0.113, 0.766, 1.118)
H (1.073, 1.474, -0.149)


Here is a molecular structure, C7H14N2 from the OMol25 dataset. Energies are from ωB97M-V/def2-TZVPD.

As for the spin multiplicity: 1. The HOMO energy comes out at -0.3149 Eh. The gap between HOMO and LUMO is 9.36 eV.

Positions of all 23 atoms, in Å:
C (-2.989, 0.069, -1.186)
C (-2.151, -0.079, 0.236)
C (-0.912, -0.760, 0.079)
C (-0.163, -0.626, 1.392)
C (0.307, 0.203, 0.301)
C (0.337, 1.702, 0.500)
C (1.608, -0.182, -0.264)
H (-3.886, 0.721, -0.976)
H (-2.253, 0.850, -1.670)
H (-3.191, -0.845, -1.744)
H (-2.087, 0.743, 0.959)
H (-2.879, -0.573, 1.153)
H (-0.877, -1.585, -0.520)
H (0.323, -1.538, 2.022)
H (-0.976, -0.367, 2.021)
H (-0.076, 1.790, 1.698)
H (1.288, 2.211, 0.413)
H (-0.706, 2.106, -0.307)
H (2.245, 1.624, -0.671)
H (3.236, 0.481, -1.218)
H (2.910, -1.460, -0.721)
N (2.559, 0.601, -0.595)
N (1.828, -1.475, -0.374)


Q: Which formula does entry 4 have?
A: C4H6N2O


Q: gap between HOMO and LUMO of number 6 (C5H12N3O)?
A: 10.14 eV


Q: What is the formula in the fifth record?
A: C22H29N3O4


Q: Look up the gap between HOMO and LUMO of the fourth one.
A: 11.20 eV